# C47H58CaClFN10O6P

A structure of composition C47H58CaClFN10O6P (wB97M-V/def2-TZVPD, the OMol25 dataset).

```
! wB97M-V def2-TZVPD RIJCOSX def2/J DEFGRID3
* xyz 3 1
Ca -2.19348 1.81715 -1.06916
C -2.14737 4.95674 2.47065
C -2.01227 3.82320 1.66261
N -2.53400 3.72485 0.45367
C -3.26411 4.76680 -0.01694
C -3.43567 5.95177 0.71078
C -2.85020 6.02726 1.98684
C -4.19845 7.03578 0.15974
C -4.77883 6.92299 -1.04994
C -4.66152 5.70892 -1.80638
C -5.29941 5.54015 -3.04730
C -5.18653 4.34492 -3.70756
C -4.42905 3.32798 -3.11822
N -3.80739 3.45480 -1.96223
C -3.91598 4.63261 -1.30337
H -1.70112 4.97306 3.45442
H -1.46365 2.95698 2.01459
H -2.97284 6.92758 2.57588
H -4.30092 7.94225 0.74205
H -5.35774 7.73701 -1.46645
H -5.88486 6.35213 -3.46031
H -5.68101 4.17303 -4.65298
H -4.34452 2.36269 -3.60545
F 6.06670 2.26993 2.45823
C 4.90073 1.66587 2.76393
C 3.94788 1.57956 1.79243
C 2.70163 1.01720 2.06966
C 1.68599 0.94932 1.00599
O 1.92709 1.31248 -0.15309
C 0.41140 0.44205 1.43928
C 0.23939 0.00014 2.71525
N 1.20962 -0.02403 3.65266
C 0.91009 -0.51277 4.98248
C 0.09602 -1.75992 5.12545
C 1.55837 -1.78292 5.45259
C 2.45734 0.53253 3.36033
C 3.45745 0.60608 4.33704
C 4.69409 1.17824 4.06959
N 5.67727 1.23930 5.07165
C 5.31583 1.55127 6.44293
C 5.96834 0.52730 7.37151
N 7.30946 0.14031 6.78305
C 7.91831 1.28545 6.02662
C 7.07503 1.55297 4.77752
C -0.75273 0.44087 0.51858
O -1.89547 0.70703 0.97723
O -0.54581 0.23217 -0.71410
H 4.14313 1.97696 0.80534
H -0.72771 -0.36140 3.03787
H 0.75202 0.27834 5.70623
H -0.21332 -2.27367 4.22605
H -0.61985 -1.79092 5.93332
H 2.20849 -2.28815 4.75095
H 1.85646 -1.84771 6.48978
H 3.26389 0.18314 5.31146
H 4.23958 1.52477 6.58287
H 5.63601 2.56578 6.70503
H 5.38538 -0.38772 7.45053
H 6.14595 0.92766 8.36780
H 7.17701 -0.64221 6.14071
H 7.93842 -0.18114 7.51963
H 8.94183 1.02956 5.76385
H 7.93886 2.12816 6.71439
H 7.41680 0.91811 3.96116
H 7.24078 2.59143 4.48141
C -1.18523 -3.02605 -1.11873
C -2.18011 -4.11777 -0.70586
C -1.37043 -5.37031 -0.34465
C -2.90057 -3.69819 0.58378
C -3.22251 -4.44512 -1.83430
O -3.96273 -5.60660 -1.46218
C -2.66094 -4.60544 -3.25753
C -1.54695 -5.63293 -3.55234
C -0.20839 -4.95832 -3.74660
C -0.09728 -3.92770 -4.68122
C 1.08204 -3.22202 -4.83760
C 2.16833 -3.53348 -4.03309
Cl 3.62115 -2.57574 -4.16073
C 2.11128 -4.59106 -3.14365
C 0.92421 -5.30506 -3.02008
C -4.40085 -3.42642 -1.92679
N -4.05001 -2.03713 -2.22275
C -4.04717 -0.98875 -1.39902
N -3.53941 0.07225 -2.01279
C -3.26540 -0.40524 -3.25509
N -3.56111 -1.66542 -3.42507
H -0.51972 -2.81558 -0.27705
H -1.65602 -2.08233 -1.38390
H -0.56246 -3.34888 -1.95656
H -0.70310 -5.13066 0.48568
H -0.74356 -5.71570 -1.16187
H -2.01564 -6.18496 -0.01686
H -2.19057 -3.71226 1.41314
H -3.70536 -4.39266 0.82693
H -3.30598 -2.68911 0.54063
H -3.48635 -6.39964 -1.72917
H -2.32527 -3.63106 -3.59921
H -3.52849 -4.84862 -3.87463
H -1.80279 -6.15779 -4.47495
H -1.47274 -6.40914 -2.79060
H -0.94562 -3.67948 -5.30833
H 1.17562 -2.45813 -5.59847
H 2.97995 -4.85657 -2.55670
H 0.88800 -6.13751 -2.32823
H -4.95138 -3.41895 -0.98970
H -5.07504 -3.77453 -2.70603
H -4.39688 -1.02296 -0.38137
H -2.86235 0.20291 -4.04942
N 0.60211 3.17303 -6.14188
C -0.39862 2.18070 -5.60789
P 0.04759 1.98401 -3.80317
O 1.35094 2.71959 -3.74127
O -1.13698 2.35534 -2.97509
C 0.45246 0.21648 -3.51035
N 1.47405 0.17642 -2.41252
H 1.27456 3.30469 -5.33046
H 0.17704 4.06787 -6.37912
H 1.10213 2.83635 -6.96287
H -0.32386 1.25823 -6.17945
H -1.40249 2.58211 -5.71665
H 0.88630 -0.22103 -4.40858
H -0.40310 -0.37959 -3.19554
H 1.11803 0.61705 -1.53255
H 2.32013 0.68477 -2.68370
H 1.72065 -0.78795 -2.18609
*
```

Results
Kohn-Sham gap (eV): 8.196
HOMO (Eh): -0.519
LUMO level (eV): -5.9266